DFT (the ωB97M-V functional and the def2-TZVPD basis) results for an isolated ion of composition C6H9BrFN2 and charge +1 in a non-equilibrium geometry.

Last column: Löwdin charge in e.
CARTESIAN COORDINATES (ANGSTROEM)
1 C 2.208 -0.437 0.678  0.017
2 C 1.453 0.178 -0.463  -0.436
3 F 2.081 0.267 -1.637  0.087
4 C 0.276 1.269 -0.419  0.076
5 C 0.007 -0.137 -0.670  -0.131
6 N -0.953 -0.931 -1.026  0.134
7 C -2.330 -0.738 -0.994  -0.134
8 C -3.084 -0.085 -0.018  -0.721
9 N -2.622 0.434 1.122  0.113
10 Br -4.968 0.096 -0.295  0.836
11 H 3.316 -0.551 0.375  0.131
12 H 1.617 -1.410 0.850  0.114
13 H 2.090 0.310 1.570  0.126
14 H -0.037 1.809 0.513  0.143
15 H 0.431 1.687 -1.415  0.147
16 H -0.514 -1.730 -1.420  0.177
17 H -2.835 -1.522 -1.630  0.138
18 H -1.635 0.417 1.136  0.069
19 H -3.298 0.733 1.807  0.114

Computed properties:
ΔE to the lowest compared entry with this formula, charge and spin   70.1 kcal/mol
Charge   +1
Kohn-Sham gap (alpha / beta)   8.05 / 8.04 eV
HOMO (alpha / beta)   -12.768 / -12.767 eV
E   -3017.0385 hartree

---

DFT (the ωB97M-V functional and the def2-TZVPD basis) results for C21H33MnN4 as an isolated structure in a non-equilibrium geometry.

Last column: Löwdin charge in e.
CARTESIAN COORDINATES (ANGSTROEM)
1 Mn -0.227 0.155 -0.124  0.600
2 C -1.185 -1.535 2.334  -0.164
3 C -0.305 -2.438 1.503  -0.175
4 N -0.502 -2.103 0.088  -0.083
5 C 0.452 -2.759 -0.808  -0.122
6 C 1.787 -2.110 -0.618  -0.247
7 C 2.989 -2.794 -0.644  0.005
8 C 4.153 -2.095 -0.368  -0.025
9 C 4.071 -0.755 -0.027  0.005
10 C 2.827 -0.148 -0.027  -0.241
11 C 2.586 1.266 0.399  -0.121
12 N 1.308 1.315 1.114  -0.076
13 C 1.363 0.697 2.444  -0.176
14 C -0.045 0.593 2.981  -0.166
15 N -0.934 -0.114 2.047  -0.070
16 N 1.711 -0.804 -0.354  0.115
17 H -1.068 -1.766 3.397  0.125
18 H -2.228 -1.739 2.077  0.125
19 H -0.537 -3.485 1.728  0.132
20 H 0.750 -2.286 1.743  0.118
21 H -1.439 -2.367 -0.196  0.103
22 H 0.110 -2.589 -1.833  0.123
23 H 0.521 -3.840 -0.651  0.133
24 H 3.007 -3.854 -0.861  0.123
25 H 5.111 -2.600 -0.378  0.120
26 H 4.951 -0.189 0.249  0.123
27 H 2.493 1.896 -0.487  0.111
28 H 3.428 1.639 0.991  0.133
29 H 1.033 2.287 1.208  0.119
30 H 1.982 1.264 3.148  0.132
31 H 1.818 -0.290 2.340  0.118
32 H -0.440 1.605 3.107  0.121
33 H -0.038 0.128 3.971  0.125
34 H -1.825 0.357 2.052  0.074
35 C -0.932 0.601 -2.145  -0.267
36 C -0.516 1.807 -1.538  -0.274
37 C -1.373 2.061 -0.450  -0.267
38 C -2.310 1.023 -0.382  -0.270
39 C -2.037 0.118 -1.418  -0.272
40 C -2.852 -1.090 -1.769  -0.023
41 C -3.485 0.958 0.546  -0.018
42 C -1.376 3.292 0.407  -0.014
43 C 0.564 2.703 -2.070  -0.030
44 C -0.379 0.021 -3.419  -0.011
45 H -3.714 -0.819 -2.383  0.100
46 H -3.251 -1.592 -0.883  0.074
47 H -2.271 -1.818 -2.338  0.078
48 H -4.373 1.387 0.076  0.101
49 H -3.319 1.527 1.465  0.079
50 H -3.742 -0.069 0.821  0.078
51 H -2.214 3.941 0.147  0.098
52 H -0.467 3.880 0.275  0.073
53 H -1.473 3.065 1.472  0.069
54 H 0.186 3.362 -2.856  0.095
55 H 1.384 2.128 -2.501  0.080
56 H 0.981 3.348 -1.294  0.067
57 H 0.412 -0.714 -3.255  0.070
58 H 0.043 0.805 -4.048  0.082
59 H -1.162 -0.467 -4.001  0.084

Computed properties:
Spin multiplicity   2
Charge   +1
Kohn-Sham gap (alpha / beta)   7.73 / 7.97 eV
HOMO (alpha / beta)   -10.030 / -10.268 eV
E   -2189.8522 hartree